Entry 1:
Density functional theory data (ωB97M-V/def2-TZVPD) for a structure of composition C2HFHgO2.

Last column: Mulliken charge in e.
Cartesian coordinates (Å):
C: 0.021 0.590 0.888  -0.340
H: -0.377 1.616 0.796  0.308
F: -0.099 0.279 2.255  -0.225
O: -0.435 0.309 -1.222  -0.672
C: -0.756 -0.322 -0.133  0.851
O: -1.252 -1.413 0.151  -0.559
Hg: 1.500 0.032 -0.659  0.637

Properties
Kohn-Sham gap (alpha / beta)	6.787 / 6.756	eV
lowest unoccupied orbital energy (alpha / beta)	-0.10958 / -0.10171	Ha

=====

Entry 2:
Density functional theory data (ωB97M-V/def2-TZVPD) for the molecule C2HFN2O.

Last column: Mulliken charge in e.
Cartesian coordinates (Å):
N: -2.246 -0.389 0.455  -0.314
C: -1.109 -0.300 0.348  0.125
C: 0.278 -0.290 -0.099  0.414
F: 0.280 -0.966 -1.249  -0.220
N: 0.893 0.984 -0.415  0.024
O: 1.026 1.825 0.472  -0.240
H: 0.878 -0.865 0.488  0.212

Properties
SMILES string	N#C[C@@H](F)N=O
Kohn-Sham gap	9.109	eV
lowest unoccupied orbital energy	-0.05866	Ha

=====

Entry 3:
Density functional theory data (ωB97M-V/def2-TZVPD) for a structure of composition C2HI2NO2.

Last column: Mulliken charge in e.
Cartesian coordinates (Å):
C: 0.364 -0.874 -1.146  0.266
C: -0.309 0.994 0.950  0.020
N: -0.225 1.136 -0.334  -0.379
O: 0.996 -1.114 -0.157  -0.401
O: -0.606 0.103 -1.217  -0.130
I: 1.266 1.645 2.190  0.193
I: -1.702 -0.390 1.781  0.112
H: 0.216 -1.499 -2.067  0.319

Properties
Kohn-Sham gap	8.765	eV
lowest unoccupied orbital energy	-0.03527	Ha

=====

Entry 4:
Density functional theory data (ωB97M-V/def2-TZVPD) for the molecule C2HIN2O2.

Last column: Mulliken charge in e.
Cartesian coordinates (Å):
O: -3.171 -1.516 -1.247  -0.656
N: -2.195 -0.916 -0.887  0.682
O: -1.995 0.405 -1.444  -0.165
N: -0.849 0.893 -1.017  -0.289
C: -0.209 0.050 -0.291  -0.044
C: -1.215 -1.200 -0.078  -0.144
I: -1.153 -2.998 0.933  0.232
H: 0.759 0.067 0.185  0.385

Properties
SMILES string	[O-][n+]1oncc1I
Kohn-Sham gap	9.242	eV
lowest unoccupied orbital energy	-0.00476	Ha

=====

Entry 5:
Density functional theory data (ωB97M-V/def2-TZVPD) for the molecule C2HIN2O2.

Last column: Mulliken charge in e.
Cartesian coordinates (Å):
N: -0.467 -0.668 -2.329  -0.324
C: -0.131 -0.596 -1.239  0.047
C: 0.279 -0.434 0.130  -0.227
I: 2.186 -1.006 0.769  0.250
N: -0.275 0.978 0.566  0.882
O: -1.453 1.020 0.931  -0.521
O: 0.511 1.842 0.579  -0.462
H: -0.649 -1.137 0.595  0.356

Properties
SMILES string	N#C[C@@H](I)[N+](=O)[O-]
Kohn-Sham gap	9.913	eV
lowest unoccupied orbital energy	-0.03725	Ha

=====

Entry 6:
Density functional theory data (ωB97M-V/def2-TZVPD) for a cluster of 2 separate species, C2HIN2OS in total.

Last column: Mulliken charge in e.
Cartesian coordinates (Å):
S: -2.391 -0.325 -0.398  -0.183
N: -1.331 0.750 -0.201  -0.195
C: -0.569 1.568 0.307  0.061
I: 0.766 3.022 0.332  0.305
N: 0.778 -1.386 0.690  -0.432
C: 1.100 -1.240 -0.446  0.544
O: 1.631 -1.159 -1.445  -0.373
H: 0.017 -1.230 1.162  0.274

Properties
SMILES string	[S-][N+]#CI.N=C=O
Kohn-Sham gap	7.822	eV
lowest unoccupied orbital energy	-0.03154	Ha

=====

What F_max values result from the calculations? In sequence: 4.7; 3.9; 2.9; 5.1; 5.5; 8.1 eV/Å.
What E values result from the calculations? In sequence: -480.4155; -361.2950; -877.3268; -634.3159; -634.3417; -957.3539 Ha.
What energy relative to the best compared isomer or geometry (same formula, charge and spin) values result from the calculations? In sequence: 0.0; 60.9; 15.2; 67.2; 51.0; 61.8 kcal per mole.